(1)
{"formula": "C4H11ClF5LaORuTe", "method": "ωB97M-V/def2-TZVPD", "elements": ["Ru", "Cl", "C", "C", "H", "H", "H", "H", "H", "H", "La", "C", "C", "H", "H", "H", "H", "H", "F", "Te", "F", "F", "F", "F", "O"], "positions_angstrom": [[0.4114, -0.3420, -1.2796], [1.6069, -2.3275, -1.0011], [1.7785, 0.7809, -2.2527], [-0.5658, -0.9036, -2.9523], [1.4745, 0.9805, -3.2902], [1.9018, 1.7414, -1.7325], [2.7305, 0.2175, -2.2541], [-0.4083, -0.1479, -3.7354], [-1.6396, -0.9961, -2.7505], [-0.1665, -1.8736, -3.2811], [-1.1668, 0.4456, 2.1116], [-1.8219, -1.6002, 0.3928], [-0.6413, 1.1607, -0.7747], [-2.5842, -1.1996, -0.2965], [-1.1398, -2.2795, -0.1268], [-2.2815, -2.0521, 1.3167], [-1.7454, 1.1485, -0.5447], [-0.2439, 2.1124, -1.1922], [0.9996, -0.6508, 3.2437], [1.6851, 0.9593, 4.2721], [3.0335, 1.9657, 3.3652], [-2.2469, -0.6200, 3.6490], [-2.4992, 2.0459, 1.4490], [3.1354, -0.3790, 4.4896], [0.3939, 1.8137, 3.1747]], "lowdin_spin": [2.77, 0.18, 0.26, 0.13, 0.03, 0.04, 0.03, 0.02, 0.03, 0.02, 0.11, 0.76, 0.35, 0.04, 0.05, 0.05, 0.05, 0.05, 0.00, 0.00, 0.00, 0.00, 0.00, 0.00, 0.01], "spin_multiplicity": 6, "s_squared": 8.7690, "relative_energy_kcal_mol": 18.59, "gap_ev": [4.552, 5.831], "total_charge": -1}

(2)
{"formula": "C4H7NS2", "method": "ωB97M-V/def2-TZVPD", "elements": ["C", "C", "C", "C", "N", "S", "S", "H", "H", "H", "H", "H", "H", "H"], "positions_angstrom": [[2.2161, 1.1638, 0.7713], [1.4434, 0.8277, -0.4161], [-1.2503, 0.0182, -0.0877], [-1.0786, -1.4426, -0.4743], [1.3769, 1.2282, 1.6958], [-0.1254, 1.0936, 0.4993], [-2.6769, 0.0057, 1.0407], [3.3072, 1.2221, 0.7400], [1.6414, 1.5515, -1.2819], [1.7698, -0.1312, -0.8321], [-1.0135, -1.6416, -1.5486], [-1.8938, -2.0824, -0.0987], [-0.0905, -1.7743, -0.1354], [-3.6259, -0.0387, 0.1278]], "nbo_charge": [0.04, -0.63, -0.49, -0.68, -0.53, 0.86, -0.02, 0.19, 0.23, 0.24, 0.22, 0.23, 0.22, 0.11], "relative_energy_kcal_mol": 96.80, "gap_ev": 8.145}

(3)
{"formula": "C4H6O2", "method": "ωB97M-V/def2-TZVPD", "elements": ["C", "C", "O", "C", "C", "O", "H", "H", "H", "H", "H", "H"], "positions_angstrom": [[-1.3760, 0.7185, -0.4033], [-0.6043, -1.8753, 1.5608], [-0.3625, -2.7017, 0.8201], [1.4551, 0.1617, 0.3745], [0.9743, 0.5246, -0.8134], [-0.2225, 1.0697, -1.1386], [-2.1888, 1.2907, -0.8524], [-1.3094, 0.9654, 0.6605], [-1.5868, -0.3503, -0.5157], [0.9251, 0.2795, 1.3120], [2.4556, -0.2552, 0.4185], [1.5841, 0.4219, -1.7068]], "nbo_charge": [-0.25, 0.50, -0.50, -0.55, 0.16, -0.51, 0.20, 0.18, 0.17, 0.20, 0.22, 0.18], "relative_energy_kcal_mol": 44.86, "gap_ev": 10.108}

(4)
{"formula": "C31H48BClFN2O2P2Pt", "method": "ωB97M-V/def2-TZVPD", "elements": ["Pt", "C", "C", "C", "C", "P", "C", "N", "B", "N", "C", "P", "C", "C", "C", "C", "C", "C", "C", "C", "C", "C", "C", "C", "C", "C", "C", "C", "C", "C", "H", "H", "H", "H", "H", "H", "H", "H", "H", "H", "H", "H", "H", "H", "H", "H", "H", "H", "H", "H", "H", "H", "H", "H", "H", "H", "H", "H", "H", "H", "H", "H", "H", "H", "H", "H", "H", "H", "H", "H", "H", "H", "H", "H", "F", "Cl", "C", "C", "C", "C", "C", "C", "C", "O", "O", "H", "H", "H", "H"], "positions_angstrom": [[-0.7697, -0.3252, 0.0208], [0.3392, 0.2301, -4.8966], [-0.2040, 0.7084, -3.5406], [0.8493, 1.6174, -2.9053], [-1.4791, 1.5174, -3.7784], [-0.5117, -0.6581, -2.2925], [1.0556, -1.6945, -2.4616], [1.5749, -1.8644, -1.1328], [0.9212, -1.2791, 0.0087], [1.7940, -1.5574, 1.1244], [1.4909, -1.0579, 2.4418], [-0.2683, -0.4119, 2.3025], [-0.3297, 1.1824, 3.2822], [0.8937, 2.0090, 2.8802], [-0.3210, 1.0306, 4.8034], [-1.5950, 1.9287, 2.8428], [-1.2597, -1.7439, 3.1937], [-2.7278, -1.3251, 3.3066], [-0.7592, -2.1463, 4.5924], [-1.1678, -2.9828, 2.2893], [2.9249, -2.2015, 0.6655], [4.0557, -2.6418, 1.3246], [5.0592, -3.2702, 0.5831], [4.9270, -3.4555, -0.7831], [3.7851, -3.0197, -1.4608], [2.7891, -2.3919, -0.7388], [-1.8612, -1.8002, -2.9255], [-1.7726, -3.0823, -2.0857], [-3.2236, -1.1490, -2.6535], [-1.7804, -2.1815, -4.4053], [0.6581, 1.1193, -5.4479], [-0.4042, -0.2773, -5.5049], [1.2116, -0.4177, -4.8112], [1.1054, 2.4121, -3.6111], [1.7685, 1.0846, -2.6464], [0.4506, 2.0826, -2.0103], [-1.2156, 2.4316, -4.3175], [-1.9646, 1.8153, -2.8488], [-2.1901, 0.9635, -4.3925], [1.7814, -1.1781, -3.0954], [0.8180, -2.6460, -2.9456], [2.1685, -0.2491, 2.7286], [1.5625, -1.8387, 3.2005], [1.8015, 1.6746, 3.3869], [0.7302, 3.0557, 3.1479], [1.0552, 1.9649, 1.8069], [0.4904, 0.3913, 5.1570], [-1.2646, 0.6420, 5.1824], [-0.1744, 2.0222, 5.2419], [-1.6037, 2.0936, 1.7640], [-1.6107, 2.9031, 3.3413], [-2.5037, 1.3941, 3.1147], [-2.8557, -0.5079, 4.0174], [-3.2921, -2.1802, 3.6926], [-3.1262, -1.0588, 2.3245], [-1.0538, -1.4391, 5.3628], [0.3192, -2.2912, 4.6585], [-1.2216, -3.1052, 4.8431], [-1.5241, -2.7468, 1.2862], [-1.8167, -3.7578, 2.7089], [-0.1510, -3.3819, 2.2463], [4.1639, -2.4943, 2.3924], [5.9527, -3.6160, 1.0871], [5.7179, -3.9457, -1.3363], [3.6813, -3.1676, -2.5287], [-1.7604, -2.8494, -1.0192], [-0.9125, -3.6992, -2.3508], [-2.6752, -3.6710, -2.2747], [-3.3702, -0.9886, -1.5810], [-3.9972, -1.8435, -3.0013], [-3.3507, -0.2145, -3.1948], [-0.8106, -2.6005, -4.6887], [-2.0069, -1.3401, -5.0579], [-2.5367, -2.9488, -4.5944], [-2.8773, -1.1639, 0.3472], [3.0321, 6.7458, 1.2236], [1.7192, 5.7394, 0.6582], [1.9561, 4.4057, 0.3849], [0.9011, 3.6124, -0.0454], [-0.3660, 4.1395, -0.2388], [-0.5681, 5.4925, 0.0266], [0.4599, 6.2953, 0.4929], [-1.5429, 3.3171, -0.7777], [-2.3195, 3.9486, -1.5095], [-1.6194, 2.0989, -0.4620], [2.9451, 3.9895, 0.5234], [1.0596, 2.5538, -0.2126], [-1.5511, 5.9044, -0.1572], [0.2981, 7.3421, 0.7123]], "mulliken_charge": [6.46, -1.76, 2.35, -1.76, -2.22, -0.89, -1.81, 0.41, -2.90, 0.43, -1.13, -1.78, 2.95, -1.89, -2.05, -1.55, 2.39, -1.90, -1.74, -2.52, 0.27, -0.66, -0.81, -0.75, -0.75, 0.32, 2.24, -2.21, -1.61, -1.86, 0.57, 0.33, 0.26, 0.64, 0.21, -0.06, 0.55, 0.35, 0.40, 0.92, 0.40, 0.43, 0.55, 0.37, 0.65, 0.04, 0.33, 0.31, 0.54, 0.10, 0.56, 0.25, 0.32, 0.55, 0.16, 0.35, 0.19, 0.53, 0.60, 0.66, 0.25, 0.46, 0.38, 0.39, 0.48, 0.54, 0.28, 0.66, 0.00, 0.59, 0.29, 0.26, 0.31, 0.54, -0.86, -0.26, 0.31, -0.94, 0.79, 0.73, -0.64, -0.71, 0.00, -0.80, -0.62, 0.41, -0.05, 0.47, 0.43], "relative_energy_kcal_mol": 13.99, "gap_ev": 7.330, "total_charge": -1}

(5)
{"formula": "C27H45CaClN2O5SbSi3", "method": "ωB97M-V/def2-TZVPD", "elements": ["Ca", "O", "C", "O", "C", "O", "C", "C", "O", "O", "H", "H", "H", "H", "H", "C", "Sb", "C", "C", "C", "C", "C", "C", "N", "Si", "C", "C", "C", "C", "C", "C", "C", "C", "C", "N", "Si", "C", "C", "C", "Si", "C", "C", "C", "H", "H", "H", "H", "H", "H", "H", "H", "H", "H", "H", "H", "H", "H", "H", "H", "H", "H", "H", "H", "H", "H", "H", "H", "H", "H", "H", "H", "H", "H", "H", "H", "H", "H", "H", "H", "H", "H", "Cl", "C", "H", "H"], "positions_angstrom": [[-0.7530, -2.2337, 1.5690], [0.8368, -0.0454, 4.9189], [-0.0697, -0.2131, 3.9647], [0.2100, -0.5867, 2.8525], [-1.4973, 0.1302, 4.3519], [-2.4048, -0.5902, 3.5515], [-2.8274, -1.8306, 4.1615], [-1.6037, -2.6811, 4.5488], [-1.3475, -2.8281, 5.7405], [-0.9276, -3.0849, 3.5470], [1.6882, -0.3134, 4.5368], [-1.6270, 1.1952, 4.1380], [-1.6484, -0.0503, 5.4186], [-3.4133, -2.3392, 3.3947], [-3.4459, -1.6156, 5.0372], [3.0025, 0.7946, -1.2329], [1.3079, 0.5068, 0.0814], [1.1136, -1.6551, -0.2013], [2.1534, -2.1345, 0.6880], [2.3748, -3.4973, 1.0509], [3.3200, -3.8212, 1.9926], [4.0943, -2.8279, 2.5961], [3.8442, -1.5302, 2.1958], [2.9285, -1.1960, 1.2972], [0.7192, -2.5629, -1.7470], [-0.8827, -1.9600, -2.5214], [0.4540, -4.4230, -1.5273], [2.1411, -2.5047, -2.9904], [-0.1511, 1.9169, -1.0513], [-1.5512, 1.4486, -0.7196], [-2.6712, 2.2429, -1.0202], [-3.9386, 1.8485, -0.6518], [-4.0962, 0.6484, 0.0224], [-2.9560, -0.0802, 0.2920], [-1.7193, 0.2969, -0.0492], [0.1380, 3.4569, 0.0355], [1.9420, 3.9432, 0.2199], [-0.5249, 3.1622, 1.7707], [-0.7270, 5.0142, -0.5913], [0.1517, 2.2523, -2.8798], [0.4676, 0.7211, -3.9011], [-1.2799, 3.1027, -3.7688], [1.6265, 3.3935, -3.1219], [3.6770, -0.0325, -1.0197], [3.5084, 1.7385, -1.0293], [2.7255, 0.7550, -2.2852], [1.7661, -4.2748, 0.6196], [3.4489, -4.8610, 2.2705], [4.8488, -3.0533, 3.3365], [4.4109, -0.7034, 2.6198], [-1.7143, -2.5066, -2.0720], [-0.8906, -2.1498, -3.5979], [-1.0659, -0.8997, -2.3555], [-0.2094, -4.6762, -0.6998], [1.3886, -4.9733, -1.4145], [-0.0215, -4.7858, -2.4455], [2.3146, -1.5282, -3.4411], [1.9617, -3.2234, -3.7961], [3.0634, -2.7962, -2.4810], [-2.5336, 3.1726, -1.5457], [-4.7946, 2.4696, -0.8878], [-5.0640, 0.2814, 0.3339], [-3.0470, -1.0377, 0.7932], [2.5228, 3.1736, 0.7278], [1.9789, 4.8441, 0.8399], [2.4300, 4.1710, -0.7279], [0.1714, 2.5404, 2.3363], [-1.4948, 2.6624, 1.7665], [-0.6398, 4.1175, 2.2905], [-0.5797, 5.1998, -1.6537], [-0.3147, 5.8704, -0.0493], [-1.7998, 4.9948, -0.3956], [-0.4570, 0.3407, -4.3369], [0.9035, -0.0796, -3.3113], [1.1567, 0.9485, -4.7188], [-2.1764, 2.4819, -3.7770], [-0.9756, 3.2507, -4.8099], [-1.5445, 4.0777, -3.3601], [2.5458, 2.9925, -2.6947], [1.4610, 4.3859, -2.7011], [1.7827, 3.5154, -4.1970], [-2.8851, -4.9835, 1.6431], [-2.5260, -3.5789, 0.4543], [-3.5326, -3.2000, 0.2347], [-2.2502, -4.1106, -0.4613]], "mulliken_charge": [1.72, -0.56, 0.32, -0.20, -0.73, -0.37, -0.40, 0.53, -0.72, -0.96, 0.43, 0.40, 0.39, 0.23, 0.31, -1.33, -0.40, 0.58, 0.59, -0.61, -0.72, -0.87, -0.49, -0.26, 0.12, 0.00, -1.47, -1.28, 2.61, -2.03, -0.50, -1.35, -1.27, -0.16, 1.34, 0.96, -1.15, -1.17, -1.22, 0.36, -0.70, -1.36, -1.22, 0.48, 0.43, 0.30, 0.30, 0.43, 0.39, 0.42, 0.22, 0.44, -0.57, 0.36, 0.40, 0.36, 0.35, 0.40, 0.33, 0.70, 0.43, 0.47, 0.11, 0.23, 0.49, 0.34, 0.18, 0.28, 0.52, 0.31, 0.45, 0.32, 0.41, -0.60, 0.51, 0.38, 0.41, 0.30, 0.37, 0.31, 0.47, -0.31, -1.19, 0.37, 0.32], "relative_energy_kcal_mol": 0.00, "gap_ev": 6.721, "total_charge": -1}